Record 1
Below is C46H89Br23F5N2O9P2 as an isolated structure in a non-equilibrium geometry, with properties calculated with wB97M-V/def2-TZVPD.

XYZ file:
```
176
Properties=species:S:1:pos:R:3
C 8.87991 2.32464 1.79259
C 8.06864 3.46890 1.16962
O 6.67874 3.19149 0.95524
C 6.43932 1.92752 0.47567
O 6.63119 1.69110 -0.64598
C 5.93682 0.93458 1.50179
C 4.86152 -0.02117 0.91285
C 3.43275 0.53483 1.12880
N 2.26341 -0.30956 1.54508
C 1.09876 0.67784 1.72820
O 1.38198 2.00467 1.29644
C 0.15219 2.60193 0.95271
O 0.35890 3.97720 0.91712
C -0.83535 4.62687 0.52388
C -1.83463 4.77843 1.70003
O -2.80319 3.71578 1.66046
C 2.45207 -0.80189 2.94570
C 3.65862 -1.66314 3.40310
C 4.63168 -0.88932 4.35051
C 3.99540 -0.56214 5.73074
C 4.46999 0.86160 6.11984
N 5.88664 0.84814 6.47051
C 1.21106 -1.48899 3.56392
C 0.71992 -2.63308 2.62257
C -0.74470 -2.92388 3.06315
C -0.89456 -3.03405 4.60217
C -1.63461 -1.82363 5.19272
O -0.77423 -0.87824 5.82314
C 0.65550 -2.26272 1.12132
P -0.03461 -3.78916 0.21992
O 0.76072 -4.03906 -1.19997
Br 0.53888 -5.72642 1.32487
C 1.88716 -1.42827 0.52516
P 3.11244 -2.74672 0.29798
O 4.48594 -2.55017 -0.54320
O 3.21900 -3.90518 1.42279
C 1.48082 -0.89528 -0.86616
F 1.31553 0.46021 -0.92054
F 0.25117 -1.27977 -1.23097
C 2.37346 -1.09047 -2.15029
F 3.49826 -0.44188 -2.06374
F 2.50948 -2.28886 -2.63234
F 1.71022 -0.44251 -3.11572
H 9.17286 1.64264 0.99197
H 9.80641 2.69862 2.22619
H 8.35261 1.79685 2.58477
H 8.19217 4.34102 1.80518
H 8.50795 3.71359 0.19933
H 5.59598 1.49752 2.37100
H 6.78731 0.32476 1.80134
H 5.11853 -1.01235 1.27262
H 5.13610 -0.05490 -0.14184
H 3.26611 1.09717 0.22067
H 3.58145 1.24840 1.93471
H 0.21530 0.39612 1.15266
H 0.80409 0.85941 2.75860
H -0.57964 2.37924 1.74450
H -0.20366 2.29121 -0.03961
H -1.38155 4.09490 -0.26607
H -0.61392 5.62322 0.14104
H -1.23157 4.71687 2.61052
H -2.36716 5.72790 1.64306
H -2.69673 3.20872 2.46890
H 2.57618 0.09855 3.55065
H 4.31055 -2.13734 2.67291
H 3.34366 -2.49973 4.02475
H 4.99471 0.03543 3.90939
H 5.45944 -1.58048 4.52021
H 2.90947 -0.48699 5.63820
H 4.29987 -1.24749 6.51996
H 4.36482 1.47481 5.21017
H 3.82839 1.33904 6.86080
H 6.10852 1.46939 7.23110
H 6.22416 -0.08686 6.63651
H 0.35730 -0.82254 3.71664
H 1.45485 -1.82862 4.55873
H 1.28738 -3.51899 2.90203
H -1.12962 -3.85743 2.65878
H -1.39073 -2.10371 2.75612
H -1.54839 -3.88388 4.80544
H 0.03863 -3.25441 5.12029
H -2.28734 -1.38198 4.43496
H -2.30443 -2.20887 5.96872
H -0.93324 -0.03794 5.36777
H -0.22120 -1.60861 1.05634
H 0.36459 -4.87366 -1.52606
H 4.70552 -3.30972 -1.08923
H 3.39680 -4.77865 1.05462
Br -3.90906 -2.72590 0.69581
C -3.64642 -1.12155 -0.37200
C -2.19996 -0.72614 -0.39724
Br -1.67272 0.12173 1.27888
H -4.29655 -0.35632 0.04074
H -3.98403 -1.38050 -1.37436
H -2.01451 0.02047 -1.16692
H -1.53347 -1.57253 -0.54723
Br 1.81853 6.66190 -0.76511
C 1.19994 7.05972 -2.56786
C 0.63028 8.44895 -2.66051
Br -1.15443 8.53083 -1.88664
H 0.48427 6.28766 -2.83333
H 2.08085 6.96650 -3.19951
H 0.50245 8.74356 -3.69983
H 1.22995 9.19382 -2.14937
Br 1.41207 2.96487 6.86239
C 0.59400 1.58925 7.97615
C 0.85714 1.83824 9.43606
Br 2.67557 1.33971 9.92169
H 0.97707 0.63349 7.63173
H -0.47175 1.64563 7.76237
H 0.21476 1.21187 10.05128
H 0.72723 2.87746 9.72058
Br 1.19086 -5.45736 -6.28653
C 2.24824 -4.93317 -4.74119
C 2.66099 -6.12822 -3.92249
Br 1.18104 -6.80007 -2.84938
H 1.65343 -4.21872 -4.18070
H 3.12310 -4.43096 -5.14977
H 3.43174 -5.85220 -3.20520
H 3.01246 -6.95910 -4.52539
Br -5.41318 1.31338 2.64867
C -5.20562 1.30177 4.58266
C -4.16082 2.28940 5.02520
Br -2.35757 1.61667 4.69437
H -4.97672 0.28074 4.87172
H -6.18034 1.57887 4.97826
H -4.21104 2.44582 6.10061
H -4.23472 3.24648 4.51902
Br -3.08288 -4.15146 -2.60694
C -4.75775 -4.88154 -1.92613
C -5.54155 -5.55518 -3.01799
Br -6.41594 -4.24950 -4.16221
H -5.29410 -4.06249 -1.46128
H -4.46685 -5.59996 -1.16191
H -6.34593 -6.15200 -2.59759
H -4.93086 -6.18116 -3.66079
Br -4.57299 -2.19493 -7.05670
C -6.04453 -2.93879 -8.08882
C -7.05436 -1.88331 -8.44861
Br -8.17754 -1.42842 -6.92430
H -6.46655 -3.74646 -7.49800
H -5.58511 -3.35053 -8.98508
H -7.73978 -2.25377 -9.20801
H -6.59949 -0.96030 -8.79282
Br -3.61090 7.95400 2.09132
C -4.25976 8.35910 0.30180
C -4.86056 9.73675 0.22959
Br -6.63898 9.77962 1.01792
H -4.96034 7.57446 0.03422
H -3.38103 8.28738 -0.33259
H -5.00011 10.03703 -0.80685
H -4.26798 10.48537 0.74539
Br -0.10583 -8.41234 -12.13501
C 0.85162 -7.64094 -10.62704
C -0.03262 -7.52161 -9.41484
Br -1.25978 -6.01732 -9.57234
H 1.24682 -6.68624 -10.95879
H 1.67550 -8.32446 -10.43200
H 0.56286 -7.31300 -8.52836
H -0.63817 -8.40525 -9.24159
Br -6.26354 -9.08054 -2.10814
C -7.80362 -9.55763 -3.20245
C -7.41014 -9.80435 -4.63394
Br -7.09684 -8.14174 -5.60203
H -8.52999 -8.75878 -3.09299
H -8.19743 -10.46700 -2.75370
H -8.22054 -10.29251 -5.17098
H -6.50656 -10.39783 -4.72806
Br 1.28697 11.85914 -3.87688
C -0.41231 11.61582 -4.79798
C -0.20933 11.21725 -6.23557
Br 0.31424 12.73744 -7.32987
H -0.96547 12.54263 -4.68694
H -0.92334 10.82474 -4.25004
H -1.14290 10.86253 -6.66758
H 0.55756 10.45921 -6.36155
```

Calculated values
spin multiplicity: 1
orbital gap: 7.48 eV
HOMO energy: -9.981 eV
total energy: -62976.78528 a.u.
lowest unoccupied orbital energy: -2.50 eV
total charge: +1

***

Record 2
Below is C46H92F18N9O18S6 as an isolated structure in a non-equilibrium geometry, with properties calculated with wB97M-V/def2-TZVPD.

XYZ file:
```
189
Properties=species:S:1:pos:R:3
C 4.87360 -0.77918 4.72987
C 5.31814 -0.19817 3.43906
C 4.34461 0.89722 2.96941
C 4.18529 2.07159 3.88876
C 5.45927 2.85430 3.77997
C 6.77906 2.09852 3.99361
N 6.63011 0.58688 3.55243
O 7.73947 0.04654 3.25318
C 7.07063 1.99247 5.60583
C 7.93411 2.77754 3.32798
C 5.48311 -1.27584 2.41001
H 5.49136 -1.63674 5.00440
H 3.83450 -1.08702 4.57057
H 4.87862 -0.07587 5.55313
H 3.39449 0.39130 2.81393
H 4.65655 1.24560 1.97507
H 3.99129 1.78342 4.92670
H 3.32894 2.63808 3.53069
H 5.58381 3.61126 4.54803
H 5.48361 3.38137 2.81164
H 6.22877 1.53635 6.11794
H 7.09465 3.01539 5.97599
H 8.01842 1.53107 5.90160
H 7.90720 3.81615 3.67318
H 7.77406 2.78796 2.25180
H 8.89482 2.34120 3.55863
H 6.21110 -2.00139 2.74773
H 5.76315 -0.87369 1.43179
H 4.50750 -1.76308 2.34130
C 5.47577 -3.97490 -1.52925
C 5.42994 -3.89467 -3.03862
C 4.00944 -4.04836 -3.52220
C 3.03966 -2.93475 -3.37962
C 3.65657 -1.73036 -3.98559
C 4.92403 -1.16624 -3.38891
N 5.88175 -2.44232 -3.23597
O 7.10394 -2.13895 -3.23279
C 4.76277 -0.72536 -1.92485
C 5.55579 -0.08502 -4.17952
C 6.34786 -4.88822 -3.72561
H 6.35823 -3.47155 -1.14567
H 5.63464 -5.03078 -1.35924
H 4.59706 -3.68114 -0.97296
H 3.72955 -4.98728 -3.05671
H 4.03997 -4.28994 -4.59445
H 2.82823 -2.70813 -2.33138
H 2.07461 -3.20734 -3.81698
H 2.94215 -0.91717 -3.81446
H 3.73506 -1.84307 -5.07609
H 5.69490 -0.38161 -1.47558
H 4.29055 -1.49740 -1.32444
H 4.04149 0.09558 -1.97675
H 4.76777 0.66791 -4.24168
H 5.73645 -0.43993 -5.19424
H 6.43590 0.38350 -3.75747
H 7.38959 -4.82189 -3.41112
H 6.28222 -4.77699 -4.81115
H 5.98616 -5.88021 -3.42511
C -1.00401 0.00816 5.37322
C -2.34734 -0.68836 5.52653
C -2.53139 -1.82935 4.52437
C -1.53981 -3.05027 4.62804
C -1.60339 -3.64881 6.01894
C -1.50544 -2.71856 7.22213
N -2.26038 -1.39245 6.88871
O -2.96855 -0.90562 7.82776
C -0.07239 -2.22311 7.43875
C -2.10170 -3.36971 8.41547
C -3.48309 0.22600 5.47621
H -0.85283 0.79159 6.12136
H -1.17585 0.48527 4.41293
H -0.17778 -0.67445 5.23397
H -2.35024 -1.37914 3.54805
H -3.57445 -2.15403 4.50932
H -0.50694 -2.79228 4.35820
H -1.82977 -3.82661 3.91765
H -0.76320 -4.28594 6.28829
H -2.49499 -4.27992 6.10351
H 0.52304 -2.86689 8.10018
H -0.10533 -1.21702 7.84567
H 0.31426 -2.15956 6.42500
H -1.63926 -4.36288 8.37216
H -3.18409 -3.48574 8.40365
H -1.77463 -2.93049 9.35108
H -3.50242 0.65138 4.46804
H -3.29544 1.04663 6.16578
H -4.43948 -0.22413 5.71392
C 0.56910 -1.40557 -6.04900
N -0.01781 -1.03797 -7.34661
C -0.89411 -2.13729 -7.80533
C -0.84375 0.15060 -7.15182
C 1.00431 -0.79112 -8.43814
C 1.99749 0.29048 -8.21844
O 2.74088 0.10888 -6.95173
H -0.27758 -1.78588 -5.48922
H 0.93104 -0.53790 -5.52600
H 1.33148 -2.17082 -6.12234
H -1.41845 -1.93415 -8.73390
H -1.62989 -2.38368 -7.05056
H -0.26319 -3.02004 -7.90835
H -0.25182 0.92270 -6.67146
H -1.70330 -0.11811 -6.53730
H -1.18694 0.49407 -8.11903
H 0.43321 -0.57155 -9.34404
H 1.55092 -1.72544 -8.58156
H 1.60340 1.30626 -8.24466
H 2.61898 0.18600 -9.11820
H 3.65568 -0.12779 -7.12656
C -1.19711 3.46160 0.28353
C -0.09471 3.95873 -0.56421
C 0.66025 5.16553 -0.10082
O 1.23046 4.89457 1.16933
C 1.61773 6.06664 1.95047
N 0.91196 2.83102 -0.72542
H 1.43111 2.70884 0.15753
H 0.47256 1.85369 -0.87230
H 1.61274 2.96626 -1.46229
H -1.71798 2.65043 -0.24307
H -1.85913 4.32328 0.31193
H -0.90509 3.17757 1.29664
H -0.47840 4.17733 -1.56520
H 0.00778 6.04377 -0.18915
H 1.42612 5.22835 -0.89820
H 2.37507 6.61588 1.38520
H 2.07144 5.64590 2.83830
H 0.75745 6.70531 2.17952
C -7.45605 3.42146 -0.27759
C -6.61675 3.68158 0.93010
C -5.32299 2.76099 1.03763
O -5.87953 1.50595 1.41967
C -4.92999 0.50194 1.66793
N -6.11418 5.13636 0.78583
H -6.97257 5.70733 0.88615
H -5.50079 5.39885 1.55586
H -5.69341 5.41348 -0.14104
H -6.88648 3.37336 -1.20910
H -8.31773 4.07663 -0.40396
H -7.81541 2.41558 -0.07355
H -7.18219 3.62643 1.87320
H -4.68545 3.22918 1.81731
H -4.69576 2.62293 0.12548
H -5.32016 -0.31378 2.26725
H -4.02439 0.95003 2.11527
H -4.63223 0.12289 0.68840
C -4.62857 2.60849 -4.07781
F -4.01954 2.06103 -5.14713
F -5.93815 2.59336 -4.33322
F -4.46086 1.68852 -3.08079
S -3.98109 4.23729 -3.57505
O -4.35389 4.20732 -2.19633
O -2.60262 4.20496 -3.82275
N -4.63631 5.20792 -4.44593
S -5.55411 6.32930 -3.50761
O -6.62352 5.62588 -2.86567
O -4.65023 7.07409 -2.69510
C -6.25727 7.46724 -4.72692
F -7.00005 6.81195 -5.63100
F -7.08143 8.29989 -4.08662
F -5.37016 8.18094 -5.35842
C 0.23823 -0.93978 1.84117
F 0.98646 -1.49493 2.85369
F -0.80924 -1.68940 1.66642
F -0.16759 0.26637 2.28410
S 1.31559 -0.67850 0.28671
O 2.32650 0.31194 0.60363
O 1.83046 -1.94618 -0.13005
N 0.33103 0.04036 -0.55235
S -0.46323 -1.13126 -1.70316
O 0.38279 -1.14230 -2.85874
O -0.75076 -2.29652 -0.96409
C -2.05477 -0.33655 -2.13427
F -2.57283 -1.05528 -3.05440
F -2.83687 -0.23114 -1.13832
F -1.80973 0.89352 -2.62445
C -7.81847 -7.47730 -0.63985
F -8.29458 -7.89444 -1.82843
F -8.78873 -6.89851 -0.00699
F -7.43215 -8.53880 -0.00201
S -6.42470 -6.24265 -0.99060
O -5.30887 -7.02893 -1.36751
O -6.94381 -5.31135 -1.91661
N -6.22831 -5.57857 0.43598
S -4.66992 -5.12805 0.55253
O -3.83358 -6.14289 1.12307
O -4.21565 -4.42591 -0.59004
C -4.68427 -3.77751 1.84521
F -5.57338 -2.84885 1.78454
F -4.67937 -4.23565 3.10273
F -3.48369 -3.09703 1.75542
```

Calculated values
spin multiplicity: 1
orbital gap: 2.33 eV
HOMO energy: -11.533 eV
total energy: -7840.35684 a.u.
lowest unoccupied orbital energy: -9.21 eV
total charge: +3